(1)
{
  "formula": "C4H9N2O3",
  "method": "wB97M-V/def2-TZVPD",
  "symbols": ["C", "C", "C", "O", "N", "N", "C", "O", "O", "H", "H", "H", "H", "H", "H", "H", "H", "H"],
  "xyz": [[-1.389, 0.380, 1.576], [-0.964, -0.338, 0.281], [0.364, 0.020, -0.301], [1.460, -0.239, 0.499], [0.520, -0.808, -1.696], [1.945, -0.836, -1.893], [0.577, 1.564, -0.724], [-0.247, 2.040, -1.507], [1.581, 2.104, -0.205], [-0.585, 0.529, 2.293], [-1.592, 1.523, 1.327], [-2.415, -0.038, 1.997], [-1.628, -0.177, -0.500], [-0.839, -1.414, 0.758], [1.995, 0.568, 0.705], [0.064, -0.229, -2.339], [2.313, -1.719, -1.571], [2.427, -0.133, -1.395]],
  "nbo_charge": [-0.616, -0.428, 0.263, -0.779, -0.492, -0.686, 0.725, -0.761, -0.792, 0.217, 0.200, 0.192, 0.222, 0.190, 0.515, 0.352, 0.332, 0.347],
  "smiles": "CC[C@@](O)(NN)C(=O)[O-]",
  "gap_ha": 0.307,
  "charge": -1,
  "spin_multiplicity": 1,
  "e_above_lowest_ev": 0.663,
  "fmax_ha_per_bohr": 0.09521
}

(2)
{
  "formula": "C4H9N2OS",
  "method": "wB97M-V/def2-TZVPD",
  "symbols": ["C", "N", "C", "N", "O", "C", "C", "S", "H", "H", "H", "H", "H", "H", "H", "H", "H"],
  "xyz": [[-0.232, 0.029, 0.319], [-1.641, 0.278, 0.123], [-1.926, 0.811, 1.384], [-3.415, 0.723, 1.611], [-1.028, 1.083, 2.436], [0.437, -0.566, -1.012], [1.813, -0.055, -1.141], [2.959, -1.187, -1.907], [0.307, 0.980, 0.454], [0.085, -0.700, 1.176], [-1.026, 1.747, 1.403], [-3.699, 0.306, 2.438], [-3.897, 0.225, 0.828], [0.241, -1.648, -1.304], [-0.093, 0.014, -1.762], [1.793, 1.003, -1.514], [2.013, 0.083, -0.128]],
  "nbo_charge": [-0.284, -0.425, 0.456, -0.853, -0.599, -0.408, -0.533, -0.704, 0.172, 0.189, 0.525, 0.365, 0.389, 0.220, 0.179, 0.157, 0.152],
  "gap_ha": 0.167,
  "charge": -1,
  "spin_multiplicity": 1,
  "e_above_lowest_ev": 6.215,
  "fmax_ha_per_bohr": 0.15326
}

(3)
{
  "formula": "C4H9N2OS",
  "method": "wB97M-V/def2-TZVPD",
  "symbols": ["C", "C", "C", "C", "N", "N", "O", "S", "H", "H", "H", "H", "H", "H", "H", "H", "H"],
  "xyz": [[0.338, -0.203, -0.929], [0.008, -1.680, -0.664], [-1.544, -0.061, 0.466], [-1.030, 1.939, -0.905], [2.103, -0.859, 1.977], [-0.828, 0.565, -0.431], [2.905, -0.407, 2.843], [-1.166, -1.722, 0.704], [1.130, 0.157, -0.378], [0.666, -0.110, -1.999], [-0.520, -2.087, -1.566], [0.911, -2.225, -0.427], [-2.422, 0.344, 0.828], [-1.500, 1.961, -1.912], [-1.666, 2.560, -0.369], [-0.040, 2.439, -1.001], [2.656, -0.610, 3.763]],
  "nbo_charge": [-0.231, -0.551, 0.044, -0.429, 0.004, -0.277, -0.504, 0.456, 0.232, 0.256, 0.248, 0.278, 0.249, 0.240, 0.241, 0.240, 0.505],
  "gap_ha": [0.294, 0.353],
  "charge": 1,
  "spin_multiplicity": 3,
  "s2": 2.01,
  "e_above_lowest_ev": 0.000,
  "fmax_ha_per_bohr": 0.06611
}